{
  "formula": "C42H50N4O5SSbSe4Tc",
  "method": "ωB97M-V with the def2-TZVPD basis set",
  "species": ["Tc", "C", "C", "C", "C", "C", "C", "C", "N", "C", "C", "C", "C", "C", "C", "O", "C", "C", "C", "C", "C", "C", "C", "C", "C", "O", "C", "C", "C", "C", "C", "C", "H", "H", "H", "H", "H", "H", "H", "H", "H", "H", "H", "H", "H", "H", "H", "H", "H", "H", "H", "H", "H", "H", "H", "H", "H", "H", "H", "H", "H", "H", "H", "H", "H", "H", "H", "H", "H", "H", "H", "H", "Se", "Sb", "Se", "Se", "Se", "O", "C", "N", "S", "O", "O", "C", "C", "C", "C", "C", "C", "H", "H", "H", "H", "N", "C", "N", "C", "C", "C", "C", "C", "C", "H", "H", "H", "H", "H", "H"],
  "positions_angstrom": [[-0.37123, -0.25962, -0.43708], [2.37899, -2.81166, 5.92209], [3.25667, -2.07444, 4.89902], [4.12963, -1.03686, 5.61956], [4.17267, -3.08879, 4.21438], [2.35468, -1.36591, 3.89737], [2.30726, -1.69932, 2.57660], [1.39384, -1.01243, 1.73952], [1.10061, -1.24605, 0.44430], [1.74828, -2.06516, -0.45690], [3.06044, -2.54985, -0.36993], [3.51102, -3.42788, -1.32643], [2.61503, -3.81256, -2.34937], [1.32704, -3.33016, -2.50901], [0.90568, -2.40130, -1.54107], [-0.31520, -1.85077, -1.52134], [0.43809, -3.73256, -3.68352], [0.21207, -2.50239, -4.57126], [-0.91022, -4.26702, -3.17696], [1.08706, -4.82479, -4.53580], [4.94036, -3.96404, -1.25132], [5.08381, -4.79594, 0.03162], [5.29314, -4.84718, -2.44857], [5.92396, -2.78651, -1.20956], [0.51042, -0.02570, 2.25803], [-0.30297, 0.49529, 1.38264], [0.51471, 0.29599, 3.64232], [1.45735, -0.36164, 4.38583], [-0.52549, 1.23201, 4.24800], [-0.47326, 2.60012, 3.56054], [-0.29595, 1.43691, 5.74505], [-1.91928, 0.61270, 4.04918], [3.00897, -3.37002, 6.61508], [1.70855, -3.51715, 5.42800], [1.77274, -2.12233, 6.51151], [4.77013, -1.53776, 6.34604], [3.53658, -0.30108, 6.16318], [4.77088, -0.50458, 4.91516], [4.82823, -3.54318, 4.95677], [4.80761, -2.61700, 3.46111], [3.60853, -3.89674, 3.74337], [2.89328, -2.51279, 2.18544], [3.71896, -2.18979, 0.40526], [2.96967, -4.53065, -3.07064], [-0.23934, -1.68918, -4.00443], [-0.46052, -2.75712, -5.39253], [1.15353, -2.14976, -4.99735], [-1.49258, -3.50045, -2.66882], [-0.76395, -5.10096, -2.48813], [-1.49300, -4.63456, -4.02276], [2.01997, -4.49450, -4.99567], [0.40558, -5.09231, -5.34341], [1.28386, -5.73047, -3.95951], [4.39148, -5.63951, 0.03350], [4.88951, -4.19396, 0.92211], [6.09774, -5.18999, 0.11223], [4.67459, -5.74514, -2.49431], [6.32923, -5.17322, -2.35900], [5.19884, -4.31035, -3.39442], [5.79247, -2.17387, -0.31643], [5.80672, -2.14371, -2.08348], [6.94825, -3.16060, -1.20026], [1.50756, -0.14704, 5.44322], [0.52951, 3.03206, 3.59923], [-1.16085, 3.29328, 4.05044], [-0.77647, 2.50925, 2.51703], [0.68290, 1.87187, 5.95464], [-0.39073, 0.50598, 6.30576], [-1.04991, 2.12416, 6.12967], [-2.17707, 0.54100, 2.99127], [-2.67164, 1.23132, 4.54314], [-1.96698, -0.38723, 4.48408], [-4.06030, 4.59044, 3.08485], [-3.38401, 5.92618, 1.36516], [-0.77314, 3.66499, 0.04772], [-2.96155, 3.73021, -0.35812], [-0.24106, 5.48487, 1.10946], [-3.48473, 0.15472, -2.41807], [-2.39240, 0.52740, -2.74743], [-1.40815, 0.97526, -1.83240], [-0.08148, 1.50592, -2.61252], [0.98431, 0.72887, -1.93841], [0.09203, 2.93100, -2.58243], [-0.53809, 0.99691, -4.21183], [0.17105, 1.08731, -5.39252], [-0.48884, 0.67011, -6.54219], [-1.80225, 0.20558, -6.49043], [-2.49808, 0.13789, -5.29061], [-1.84545, 0.54037, -4.13909], [1.18740, 1.45417, -5.42492], [0.02361, 0.71206, -7.49336], [-2.28705, -0.10456, -7.40600], [-3.51661, -0.22236, -5.24176], [-4.15464, -1.19102, 1.18408], [-3.27710, -0.48742, 0.45404], [-2.09394, -1.05910, 0.42190], [-2.20228, -2.22957, 1.17802], [-1.27762, -3.23459, 1.46263], [-1.70112, -4.27654, 2.25954], [-3.01167, -4.33836, 2.76225], [-3.94007, -3.36245, 2.47262], [-3.50438, -2.31264, 1.67047], [-5.12136, -0.94673, 1.32156], [-3.53320, 0.42022, -0.06349], [-0.27610, -3.21838, 1.05872], [-1.01222, -5.07605, 2.49524], [-3.30025, -5.17851, 3.37839], [-4.95367, -3.41519, 2.84516]],
  "lowdin_charge": [1.561, -0.029, -0.555, -0.032, -0.058, -0.128, 0.062, -0.157, 0.005, -0.168, 0.048, -0.128, 0.081, -0.067, -0.228, -0.197, -0.528, -0.028, -0.028, -0.053, -0.552, -0.032, -0.055, -0.037, -0.223, -0.196, -0.071, 0.073, -0.525, -0.066, -0.047, -0.020, 0.095, 0.093, 0.082, 0.096, 0.080, 0.096, 0.096, 0.089, 0.089, 0.093, 0.112, 0.093, 0.059, 0.097, 0.100, 0.073, 0.097, 0.092, 0.091, 0.094, 0.097, 0.095, 0.069, 0.095, 0.091, 0.094, 0.094, 0.077, 0.095, 0.093, 0.103, 0.101, 0.072, 0.003, 0.098, 0.095, 0.094, 0.065, 0.090, 0.101, 0.018, 0.519, 0.173, 0.160, 0.257, 0.112, -0.469, -0.240, 0.635, -0.353, -0.343, -0.243, -0.010, -0.026, -0.021, 0.028, -0.141, 0.134, 0.123, 0.123, 0.136, 0.163, -0.130, -0.014, -0.190, 0.001, -0.057, -0.061, 0.004, -0.179, 0.176, 0.109, 0.101, 0.112, 0.114, 0.121],
  "orbital_gap_ha": [0.151, 0.151],
  "total_charge": 2,
  "molar_mass_da": 1258.6,
  "multiplicity": 1
}